Record 1
{"formula": "C35H65BrN4O8P", "method": "wB97M-V/def2-TZVPD", "orbital_gap_ev": 8.5, "max_force_ev_per_a": 4.32, "molar_mass_g_mol": 780.803, "charge": 1, "species": ["C", "C", "N", "C", "C", "C", "C", "C", "C", "C", "C", "C", "C", "C", "C", "C", "C", "C", "C", "C", "C", "C", "C", "C", "C", "C", "C", "N", "O", "N", "C", "N", "P", "O", "Br", "H", "H", "H", "H", "H", "H", "H", "H", "H", "H", "H", "H", "H", "H", "H", "H", "H", "H", "H", "H", "H", "H", "H", "H", "H", "H", "H", "H", "H", "H", "H", "H", "H", "H", "H", "H", "H", "H", "H", "H", "H", "H", "H", "H", "H", "H", "H", "H", "H", "H", "H", "H", "H", "C", "C", "C", "O", "C", "O", "O", "H", "H", "H", "H", "H", "H", "C", "C", "C", "O", "C", "O", "O", "H", "H", "H", "H", "H", "H"], "positions_angstrom": [[3.215, -1.115, 3.735], [3.587, -1.728, 2.605], [3.131, -1.389, 1.272], [1.672, -1.054, 1.223], [1.309, -0.375, -0.118], [2.310, -0.529, -1.270], [2.110, 0.671, -2.227], [0.668, 0.864, -2.732], [0.039, 2.229, -2.377], [-1.466, 2.120, -2.110], [-2.101, 3.209, -1.239], [-1.422, 3.432, 0.142], [-2.378, 3.344, 1.360], [-1.936, 2.230, 2.314], [-2.686, 2.226, 3.654], [-1.918, 1.682, 4.880], [-2.191, 0.205, 5.138], [-1.553, -0.676, 4.048], [-2.487, -1.324, 3.031], [-1.733, -1.678, 1.756], [-2.501, -2.578, 0.780], [-1.554, -3.432, -0.089], [-1.594, -3.114, -1.598], [-0.214, -2.793, -2.169], [2.126, -1.797, -2.105], [2.287, -3.155, -1.408], [3.702, -3.691, -1.495], [4.286, -4.258, -0.327], [4.318, -3.659, -2.531], [3.745, -0.409, -0.794], [3.816, -0.410, 0.596], [4.480, 0.551, 1.166], [5.373, 1.829, 0.241], [6.332, 0.882, -0.633], [6.725, 2.293, 1.905], [3.073, -1.662, 4.657], [2.992, -0.054, 3.795], [4.260, -2.576, 2.659], [1.404, -0.392, 2.038], [1.127, -1.984, 1.332], [0.356, -0.785, -0.445], [1.127, 0.681, 0.089], [2.440, 1.547, -1.665], [2.793, 0.521, -3.064], [0.715, 0.812, -3.820], [0.011, 0.054, -2.425], [0.572, 2.695, -1.548], [0.183, 2.890, -3.233], [-1.955, 2.198, -3.084], [-1.739, 1.131, -1.728], [-3.135, 2.926, -1.060], [-2.143, 4.159, -1.769], [-0.973, 4.425, 0.125], [-0.618, 2.707, 0.281], [-3.390, 3.140, 1.015], [-2.415, 4.282, 1.910], [-2.158, 1.281, 1.817], [-0.849, 2.277, 2.438], [-3.074, 3.214, 3.897], [-3.536, 1.555, 3.516], [-2.223, 2.292, 5.731], [-0.842, 1.815, 4.737], [-3.271, 0.050, 5.193], [-1.801, -0.096, 6.111], [-1.032, -1.479, 4.575], [-0.807, -0.070, 3.536], [-3.349, -0.698, 2.792], [-2.884, -2.246, 3.461], [-1.548, -0.749, 1.206], [-0.787, -2.165, 1.990], [-3.196, -3.204, 1.341], [-3.119, -1.940, 0.147], [-1.786, -4.484, 0.060], [-0.534, -3.220, 0.244], [-2.017, -3.964, -2.130], [-2.255, -2.266, -1.785], [0.096, -1.775, -1.919], [0.511, -3.488, -1.737], [-0.192, -2.949, -3.244], [1.144, -1.759, -2.572], [2.879, -1.754, -2.895], [1.662, -3.866, -1.957], [1.939, -3.181, -0.379], [3.554, -4.593, 0.288], [4.787, -3.549, 0.196], [4.301, -1.173, -1.170], [4.504, 0.601, 2.180], [6.089, 0.992, -1.563], [4.713, -5.546, -3.603], [3.421, -5.569, -4.391], [3.003, -4.234, -4.975], [1.576, -4.339, -4.993], [1.208, -5.217, -4.030], [0.093, -5.379, -3.658], [2.291, -5.867, -3.546], [4.527, -5.216, -2.581], [5.157, -6.538, -3.550], [5.438, -4.880, -4.071], [3.459, -6.335, -5.169], [3.379, -4.067, -5.981], [3.287, -3.393, -4.336], [-6.662, 8.446, 1.026], [-6.187, 7.012, 1.092], [-4.795, 6.822, 1.662], [-4.341, 5.642, 0.983], [-5.012, 5.559, -0.191], [-4.734, 4.799, -1.059], [-6.024, 6.446, -0.225], [-6.283, 8.928, 0.126], [-7.748, 8.497, 0.993], [-6.327, 9.003, 1.902], [-6.909, 6.391, 1.627], [-4.791, 6.660, 2.737], [-4.125, 7.649, 1.416]], "forces_ev_per_angstrom": [[-0.0367, 0.0952, -0.3719], [-0.1934, -0.0088, 0.7343], [0.7983, 1.4405, 1.0380], [-0.3685, -0.4934, -1.1611], [0.1542, -0.2238, 0.6493], [-0.2250, 0.1959, -0.9147], [-0.0352, -0.3058, 0.3946], [0.4063, 0.5061, -0.4847], [-0.1500, -0.3172, -0.0084], [-0.2181, 0.4832, -0.4146], [0.3534, -0.2677, 0.5638], [-0.6732, 0.2814, -0.2584], [0.5245, -0.4188, -0.0630], [-0.4189, 0.0242, -0.0820], [0.2646, -0.5552, 0.0309], [-0.3183, 0.2077, -0.2028], [0.0458, 0.0606, -0.0906], [-0.2482, -0.0974, 0.5946], [0.2088, -0.2148, -0.0570], [-0.6817, 0.0525, -0.4379], [0.0449, -0.0632, 0.2072], [-0.4102, 0.6293, -0.3470], [-0.1101, -0.1069, -0.1590], [-2.8411, -0.8814, 0.8913], [1.7306, 0.2105, -0.1907], [1.4589, -0.4753, -0.1231], [-0.2483, 1.0639, 0.7530], [-0.4822, -0.0921, -0.1091], [-0.1554, 3.8690, 1.9217], [-0.5719, 0.4002, 0.3292], [0.1822, -0.0818, -0.5537], [0.4274, -0.3655, 0.1070], [-0.2832, 0.1087, -0.1025], [0.0678, -0.0024, -0.0790], [0.0486, 0.0246, 0.1368], [1.1559, 0.0686, 0.2475], [-1.0711, -0.1731, -0.3008], [-0.6444, -0.5726, -0.1779], [0.0974, 0.0067, 0.2274], [0.0389, -0.1098, 0.1626], [-0.0163, 0.1329, 0.1491], [0.1090, 0.1141, -0.1530], [0.0245, 0.1745, -0.1437], [0.1143, 0.1288, -0.0050], [-0.1835, -0.2247, -0.0391], [-0.0541, 0.0277, 0.1274], [-0.0353, -0.0831, 0.2157], [0.0848, 0.1807, 0.0957], [-0.1360, -0.2693, -0.0087], [0.1860, -0.0206, 0.2257], [-0.0744, 0.0489, -0.1524], [0.0032, -0.0182, -0.1506], [0.2565, -0.0628, 0.1063], [0.1351, -0.0566, 0.0064], [-0.0862, 0.0869, 0.0556], [0.0453, 0.0830, -0.0574], [0.2932, -0.0907, -0.0650], [0.0268, 0.0904, 0.2210], [0.0278, 0.1297, -0.1783], [-0.3445, 0.3240, 0.0819], [0.1307, -0.1365, 0.2180], [0.0398, 0.1611, 0.0954], [-0.0437, -0.0914, -0.0575], [0.0598, 0.1212, 0.0605], [0.2467, -0.0670, -0.2762], [0.1821, -0.0125, -0.1567], [0.0127, 0.1311, 0.0119], [-0.1457, 0.0156, 0.0337], [0.5218, 0.0744, 0.1741], [0.0479, 0.0757, 0.2657], [0.0468, -0.1283, 0.0010], [-0.1160, -0.0714, -0.0712], [0.2997, -0.1047, 0.0901], [0.0992, -0.3566, 0.1828], [-0.0331, -0.0082, -0.1204], [-0.1433, 0.0046, 0.0002], [-2.0906, -0.8523, 0.4259], [-2.4469, 0.7765, -0.2788], [0.0175, 0.3122, -0.2382], [2.2744, 0.4500, -0.5866], [0.0817, 0.0197, -0.0759], [1.6020, -0.3173, 0.0563], [-0.0945, 0.1097, 0.0407], [-0.0226, 0.0416, 0.1022], [0.4691, -0.1562, -0.1516], [0.0525, 0.0287, -0.0214], [0.0590, -0.1996, 0.0706], [0.1537, -0.1356, -0.1128], [0.2937, -2.2329, -0.2802], [0.5337, 0.1528, -0.1004], [0.1343, 0.1747, -0.2100], [-0.2616, 0.0308, 0.1458], [0.4316, -0.0964, -0.4182], [-0.3102, -0.0820, 0.2101], [-0.2021, -0.0218, 0.1071], [0.7692, -1.8204, -1.1419], [-0.0234, -0.2387, -0.3151], [-0.0587, -0.0531, 0.0867], [-0.1339, 0.0318, -0.0442], [-0.1359, -0.0891, -0.1006], [-0.0828, -0.2588, -0.2536], [-0.2015, -0.0380, -0.1696], [0.0459, 0.2329, 0.0701], [0.0170, -0.0701, 0.0356], [-0.0536, 0.3116, 0.1189], [-0.0704, -0.0073, 0.0573], [-0.0509, -0.0675, -0.1691], [-0.1027, 0.0014, 0.0479], [0.1536, 0.0212, 0.0594], [-0.0043, 0.0016, -0.0252], [0.0262, -0.0168, 0.0156], [0.0486, -0.0677, 0.0106], [0.0359, -0.1224, -0.0096], [-0.0577, 0.0420, -0.0403]]}

=====

Record 2
{"formula": "C35H65ClF5IN5O8P2", "method": "wB97M-V/def2-TZVPD", "orbital_gap_ev": [5.7, 6.3], "multiplicity": 3, "max_force_ev_per_a": 9.17, "molar_mass_g_mol": 1003.227, "charge": 1, "species": ["C", "C", "O", "C", "I", "C", "P", "N", "N", "C", "C", "O", "C", "C", "O", "N", "O", "C", "C", "C", "C", "Cl", "O", "C", "C", "C", "P", "O", "C", "F", "F", "C", "F", "F", "F", "H", "H", "H", "H", "H", "H", "H", "H", "H", "H", "H", "H", "H", "H", "H", "H", "H", "H", "H", "H", "H", "H", "H", "H", "H", "H", "H", "H", "H", "C", "C", "C", "C", "C", "C", "N", "O", "C", "C", "C", "H", "H", "H", "H", "H", "H", "H", "H", "H", "H", "H", "H", "H", "H", "H", "H", "H", "H", "C", "C", "C", "C", "C", "C", "N", "O", "C", "C", "C", "H", "H", "H", "H", "H", "H", "H", "H", "H", "H", "H", "H", "H", "H", "H", "H", "H", "H"], "positions_angstrom": [[-4.666, -6.664, 3.487], [-3.801, -5.726, 4.569], [-3.826, -4.397, 4.132], [-2.978, -3.372, 4.680], [-4.148, -2.850, 6.513], [-1.519, -3.767, 5.256], [-1.545, -4.849, 6.895], [-1.183, -3.952, 8.215], [-0.627, -4.386, 4.165], [0.842, -4.439, 4.530], [1.690, -3.073, 4.614], [2.847, -2.804, 3.956], [-1.037, -4.105, 2.745], [0.057, -4.581, 1.589], [1.369, -3.996, 1.550], [2.224, -5.041, 1.308], [3.382, -4.695, 1.475], [-1.933, -2.786, 2.330], [-1.248, -1.667, 1.381], [0.248, -1.106, 1.618], [1.110, -1.110, 0.181], [0.637, 0.330, -0.904], [-3.079, -3.287, 1.549], [-2.998, -3.969, 0.353], [-4.497, -3.938, -0.395], [-2.805, -2.090, 3.604], [-1.687, -0.671, 4.337], [-1.867, -0.381, 5.867], [-4.176, -1.346, 3.207], [-5.446, -2.150, 3.403], [-4.366, -0.875, 1.778], [-4.562, 0.096, 3.888], [-6.012, 0.280, 3.446], [-3.951, 1.290, 3.184], [-4.665, 0.212, 5.327], [-4.941, -7.714, 3.952], [-5.597, -6.047, 3.129], [-3.924, -6.808, 2.563], [-4.406, -5.836, 5.593], [-2.796, -6.295, 4.731], [-0.857, -2.889, 5.684], [-0.532, -5.905, 6.849], [-2.795, -5.498, 7.129], [-1.023, -2.946, 7.910], [-0.846, -5.424, 4.352], [1.476, -5.196, 3.853], [0.974, -4.944, 5.609], [1.327, -2.212, 5.352], [-1.840, -5.002, 2.575], [0.228, -5.744, 1.825], [-0.357, -4.566, 0.497], [-1.918, -0.679, 1.466], [-1.276, -1.884, 0.205], [0.895, -1.614, 2.439], [0.235, 0.053, 1.915], [0.851, -2.085, -0.443], [2.256, -1.160, 0.409], [-2.245, -3.682, -0.493], [-2.814, -5.135, 0.544], [-4.696, -5.031, -0.832], [-4.546, -3.155, -1.263], [-5.293, -3.788, 0.452], [-1.576, 0.475, 3.477], [-0.342, -1.272, 4.294], [3.440, 2.410, -6.459], [4.315, 2.032, -5.211], [3.621, 2.656, -3.969], [4.193, 2.203, -2.632], [4.255, 0.679, -2.558], [5.041, 0.060, -3.740], [4.556, 0.556, -5.079], [3.333, -0.090, -5.345], [6.556, 0.356, -3.547], [4.973, -1.500, -3.628], [5.658, 2.747, -5.515], [3.739, 1.840, -7.347], [2.371, 2.234, -6.286], [3.545, 3.473, -6.711], [2.554, 2.398, -3.977], [3.664, 3.751, -4.020], [5.180, 2.644, -2.475], [3.556, 2.576, -1.822], [4.713, 0.390, -1.606], [3.234, 0.286, -2.536], [7.130, 0.102, -4.443], [6.971, -0.239, -2.720], [6.770, 1.388, -3.274], [3.946, -1.882, -3.616], [5.436, -1.849, -2.695], [5.510, -1.977, -4.457], [5.527, 3.837, -5.517], [6.037, 2.462, -6.504], [6.452, 2.551, -4.801], [1.724, 6.780, -3.221], [0.234, 6.602, -2.755], [-0.665, 7.109, -3.917], [-2.146, 6.802, -3.750], [-2.361, 5.319, -3.456], [-1.549, 4.835, -2.229], [-0.090, 5.201, -2.322], [0.500, 4.329, -3.259], [-2.193, 5.416, -0.938], [-1.762, 3.293, -2.062], [0.149, 7.551, -1.531], [2.419, 6.259, -2.551], [1.888, 6.409, -4.240], [2.015, 7.838, -3.222], [-0.336, 6.654, -4.861], [-0.540, 8.192, -4.048], [-2.575, 7.425, -2.962], [-2.676, 7.065, -4.673], [-3.431, 5.143, -3.296], [-2.087, 4.741, -4.343], [-1.553, 5.256, -0.065], [-3.156, 4.929, -0.724], [-2.434, 6.476, -1.007], [-1.476, 2.724, -2.953], [-2.819, 3.058, -1.881], [-1.192, 2.908, -1.207], [0.283, 8.596, -1.839], [0.937, 7.322, -0.804], [-0.795, 7.524, -0.996]], "forces_ev_per_angstrom": [[1.3253, 0.9220, -0.3971], [-2.4676, -3.3712, 1.3460], [2.4594, 1.1829, -0.9547], [-0.6340, 0.8393, 0.9338], [0.4337, 0.3676, -0.5131], [0.2730, 0.7850, 0.4924], [0.8297, 2.0328, 3.7640], [-0.0593, 0.2537, -3.2718], [0.4039, -2.5514, 1.1735], [3.8443, -0.8136, 0.8383], [5.2250, 2.7470, -2.5713], [-7.7757, -2.5276, 4.1487], [-1.6171, -1.7265, -3.3179], [-0.9954, -2.2800, -0.0204], [-1.4189, 0.5003, 0.6542], [5.2164, 0.6269, 0.7755], [-4.1142, -1.1330, -0.8899], [-1.4091, 0.7880, -1.4547], [0.1207, 2.2935, -0.6939], [1.2871, 1.3076, -0.6924], [-0.1137, -1.6588, 0.7366], [0.5090, -1.3658, 1.2320], [1.1037, 1.0586, 1.4220], [-1.1034, -3.1195, -3.2569], [0.3627, -1.0205, 0.6183], [0.7504, -1.1211, -0.4599], [1.5780, -0.3713, 4.9806], [-0.1159, -0.7113, -4.2702], [-4.0827, 0.2196, -2.5161], [4.4815, 1.9409, -0.2093], [1.4611, -1.8193, 3.8599], [-5.0622, 3.2067, -0.1770], [4.6293, -0.5834, 1.5142], [-1.0679, -4.1630, 3.0395], [1.1977, -0.2263, -5.0296], [0.5644, 2.3604, -0.9262], [1.7793, -1.3911, 0.8164], [-1.8643, 0.1135, 1.8197], [1.4520, 0.4558, -1.9300], [-1.0553, 1.3913, -0.3965], [-2.0514, -1.2526, -0.8990], [-0.9057, 0.2858, -0.9570], [0.5964, -0.0983, -0.8490], [-0.3035, -1.4409, 0.8098], [0.2275, 1.6453, -1.0266], [-1.8391, 1.8224, 1.1213], [-0.6965, 1.3348, -2.1957], [0.5922, -1.9099, -1.3960], [1.6136, 2.4030, 0.2371], [-0.4687, 2.4305, -0.5388], [0.1003, 0.3201, 2.3435], [1.0480, -2.4581, -0.2368], [-0.3175, -0.1589, 2.8057], [-1.1921, 0.5629, -1.6060], [-0.1454, -2.5516, -0.5304], [0.4852, 2.1052, 1.3205], [-2.2189, 0.5779, -0.5943], [-0.9428, 0.0941, 1.9389], [-0.1400, 2.2247, -0.2182], [0.5231, 2.5142, 0.7929], [-0.0166, -1.4210, 1.9357], [1.4617, 0.0388, -1.8060], [-0.5107, -0.8232, 0.1090], [-1.2094, 0.3679, -0.8342], [-0.1842, -0.8095, 0.2506], [0.4686, 1.8287, -1.0079], [-0.1500, -0.3658, 0.1538], [-0.0171, -0.0562, -0.0029], [-0.0735, 0.3205, -0.2853], [1.3865, -0.9600, 1.0143], [-4.8442, -1.3763, 0.6021], [3.4504, 1.4321, 0.3596], [0.0930, 0.1706, 0.0501], [-0.5616, 0.2294, -0.4502], [0.2481, 0.0173, 0.1693], [-0.0092, 0.0189, 0.2566], [0.2978, -0.1460, 0.0114], [0.2090, -0.1953, 0.3378], [0.1668, -0.0574, -0.1727], [0.0387, -0.2201, -0.2678], [0.0702, -0.0568, 0.0204], [0.0757, 0.0072, -0.0953], [0.1658, -0.1801, -0.1925], [-0.0041, -0.0682, -0.2192], [-0.1327, 0.0781, 0.0387], [-0.3577, 0.0171, -0.2556], [-0.0626, 0.0168, -0.1573], [0.1375, 0.2291, -0.2248], [0.0341, 0.4166, -0.1678], [-0.1438, 0.1457, 0.0960], [-0.2006, -0.2755, -0.0409], [-0.1398, -0.0507, 0.1602], [-0.0348, -0.0950, 0.0625], [-0.2504, -0.8118, -0.1143], [0.9746, 1.8433, 0.4517], [-0.1501, -0.3454, -0.1226], [-0.0055, -0.0559, 0.0042], [0.2960, 0.2832, -0.0459], [-1.5061, -0.6615, 1.1213], [0.8839, -2.2388, -4.4477], [-1.2695, 2.0417, 2.8593], [-0.0673, 0.1893, 0.0319], [0.6193, 0.0976, -0.4489], [-0.2478, 0.0780, 0.1590], [-0.2267, 0.0180, -0.0869], [-0.1114, -0.0981, 0.2897], [-0.3942, -0.1532, 0.1184], [0.1160, -0.0849, 0.2398], [0.2193, -0.2037, 0.2073], [-0.0347, -0.0351, 0.0527], [0.0555, 0.0071, 0.1450], [0.1564, -0.1493, 0.2226], [0.1776, -0.0835, 0.0993], [0.0286, 0.0578, -0.1362], [0.3554, -0.0484, -0.2613], [0.1635, -0.0037, -0.0006], [0.1627, 0.2424, 0.1682], [0.1924, 0.4086, -0.0083], [-0.0055, 0.1248, -0.1465], [0.0789, -0.3137, -0.1176], [-0.1031, -0.0741, -0.1758], [-0.0541, -0.0980, -0.0439]]}